ORCA calculation (ωB97M-V/def2-TZVPD) on a cluster of 5 separate species, C28H36F9N2O14S in total in a non-equilibrium geometry.

E_HOMO in Eh: -0.408
Orbital gap in Ha: 0.23264
LUMO level in eV: -4.758
Spin multiplicity: 1
Net charge: +1

```
90
Properties=species:S:1:pos:R:3:forces:R:3
C 2.4232 4.3429 1.2512 0.088 -0.632 0.276
C 1.6071 3.2878 0.4146 -0.208 0.534 -0.533
C 1.0343 3.9100 -0.9397 -0.334 -0.633 0.129
C 2.4264 1.9573 0.1082 -0.595 0.478 0.863
C 1.3858 0.8641 -0.3787 0.569 -0.819 -0.990
C 1.9169 -0.6009 -0.2212 0.628 -0.342 -0.544
C 2.8743 -1.0418 -1.2567 -0.638 -2.019 2.151
C 3.3738 -2.4074 -1.1607 -0.464 1.631 0.095
N 3.0021 -3.2335 -0.1373 -0.786 1.221 -0.096
C 2.0981 -2.8536 0.8558 -1.149 2.143 -0.954
S 1.7316 -4.1515 2.0908 3.381 -0.360 4.478
O 3.0172 -4.8123 2.3551 -1.570 0.318 -2.276
O 1.2131 -3.6521 3.3529 -0.945 0.215 -2.365
C 0.5396 -5.4411 1.4316 0.166 -1.123 -0.708
F 1.1104 -6.0043 0.3036 -0.895 1.044 1.168
F 0.4646 -6.4211 2.3739 -0.119 1.707 -1.117
C -0.8719 -4.8112 1.1089 -2.026 -0.353 0.016
F -1.7308 -5.7835 0.6708 1.277 1.038 0.580
F -0.8152 -3.8670 0.1266 0.471 -0.970 1.286
F -1.4218 -4.2558 2.2343 1.054 -0.728 -1.641
C 1.4805 -1.5180 0.8914 1.394 -1.180 -1.363
C 0.4347 -1.0932 1.9742 0.261 0.394 -0.136
C 1.1146 -0.6648 3.3623 1.275 -0.307 -0.988
C 1.3098 0.8870 3.5165 -0.002 0.286 0.298
C 0.1177 1.6633 4.2503 0.803 0.224 0.509
N -0.8985 0.8230 4.8977 0.229 0.466 -0.322
H 1.7183 5.0093 1.8271 0.780 -0.489 -0.865
H 3.1233 4.9368 0.6112 -0.727 -0.373 0.534
H 3.0409 3.8066 2.0291 -0.543 0.510 -0.709
H 0.6920 3.0280 1.0299 1.080 -0.028 -0.498
H 0.0273 3.4480 -1.1699 1.080 0.392 0.136
H 0.8721 5.0098 -0.8649 0.259 -1.000 0.083
H 1.7120 3.7018 -1.8180 -0.601 0.336 0.935
H 3.2181 2.1280 -0.6754 -0.855 -0.122 0.685
H 2.9585 1.6624 1.0618 -0.586 0.060 -1.035
H 0.3607 0.9869 0.0484 1.047 -0.051 -0.065
H 1.2784 1.0151 -1.4959 -0.008 -0.177 1.161
H 3.2314 -0.3995 -2.1097 -0.708 -0.752 1.195
H 4.0949 -2.8251 -1.9110 -0.858 0.390 0.945
H 3.3806 -4.1872 -0.1270 -0.154 0.399 0.274
H -0.3089 -1.9214 2.1169 0.701 0.860 -0.158
H -0.0874 -0.1791 1.5849 0.239 -1.129 0.239
H 0.5974 -1.1683 4.2132 0.321 0.648 -0.740
H 2.1537 -1.1131 3.3283 -1.096 0.397 0.279
H 1.4732 1.4057 2.5257 -0.064 -0.845 0.938
H 2.2503 1.0540 4.1200 -0.944 -0.219 -0.657
H -0.3242 2.4261 3.5511 0.074 -0.969 0.650
H 0.5970 2.2663 5.0780 -0.580 -0.531 -0.920
H -0.5138 0.3152 5.6973 -0.256 0.139 -0.540
H -1.3635 0.1947 4.2436 0.177 0.137 0.349
C 5.1250 -0.1301 -5.1140 0.500 -0.735 0.074
C 5.2778 1.3325 -5.4129 0.170 0.243 -0.738
O 3.9515 1.8200 -5.3009 0.086 -0.503 0.719
C 3.3333 1.0124 -4.4019 -0.809 0.396 0.019
O 2.3059 1.2703 -3.8591 0.322 -0.253 0.011
O 4.0386 -0.1362 -4.1855 -0.051 0.452 -0.114
F 5.7068 1.5290 -6.6779 0.034 0.092 0.083
H 4.8521 -0.7143 -5.9954 0.000 0.240 -0.082
H 6.0223 -0.5617 -4.6721 -0.166 0.016 0.163
H 5.9259 1.8704 -4.7164 0.013 0.067 -0.138
C -0.0627 8.1555 -3.5725 -0.279 -0.141 -0.757
C 0.3269 9.2482 -2.6214 -0.496 0.298 0.379
O 0.9058 8.5383 -1.5423 0.305 -0.218 -0.600
C 1.4298 7.4027 -2.0840 0.490 -0.504 0.295
O 2.2172 6.7003 -1.5345 -0.210 0.311 -0.185
O 0.9454 7.1754 -3.3347 0.143 0.236 0.486
F -0.7612 9.9143 -2.1693 0.073 0.119 0.026
H -1.0432 7.7311 -3.3447 0.024 0.178 0.169
H -0.0549 8.4831 -4.6113 0.178 -0.162 0.034
H 1.0526 9.9592 -3.0239 -0.106 0.086 0.093
C -5.3334 -6.8376 -0.8642 0.306 -0.668 0.189
C -5.0924 -5.3799 -1.1340 0.018 0.149 -0.571
O -6.3815 -4.8201 -1.0399 0.226 -0.320 0.424
C -7.0673 -5.6091 -0.1629 -1.052 0.002 0.432
O -8.0841 -5.2949 0.3606 0.256 -0.155 -0.267
O -6.4340 -6.7976 0.0411 0.071 0.525 -0.213
F -4.6242 -5.1856 -2.3925 0.148 0.141 -0.002
H -5.6201 -7.3878 -1.7635 0.037 0.226 -0.084
H -4.4717 -7.3285 -0.4125 -0.174 0.006 0.160
H -4.4297 -4.8911 -0.4145 0.064 0.057 -0.147
C -6.6539 -1.4198 1.8977 -0.757 0.328 0.077
C -5.7691 -2.5789 2.2451 -0.122 -0.531 -0.287
O -4.5172 -2.1985 1.7022 -0.132 0.408 0.383
C -4.4977 -0.8346 1.7358 0.378 0.753 -0.183
O -3.5121 -0.1781 1.6118 -0.186 -0.281 -0.012
O -5.7397 -0.3226 1.9364 0.576 -0.457 -0.028
F -6.1790 -3.7132 1.6309 0.205 -0.044 0.189
H -7.0802 -1.5028 0.8954 0.126 -0.212 0.027
H -7.4637 -1.2830 2.6129 0.161 0.190 0.014
H -5.6631 -2.7599 3.3176 -0.010 -0.150 -0.074
```
Forces are in eV/Å.

Atomic partial charges in e from the Löwdin method, atoms 1 to 4:
1. C -0.08
2. C -0.40
3. C -0.07
4. C -0.16

=====

ORCA calculation (ωB97M-V/def2-TZVPD) on a structure of composition C17H14ClHgNO4 in a non-equilibrium geometry.

E_HOMO in Eh: -0.013
Orbital gap in Ha: 0.12704
LUMO level in eV: 3.104
Spin multiplicity: 1
Net charge: -2

```
38
Properties=species:S:1:pos:R:3:forces:R:3
C -2.4613 -1.4898 -2.1162 0.017 1.006 -0.889
C -1.8956 -1.6616 -3.4439 -0.584 1.358 0.216
C -1.6954 -0.3687 -4.0012 -0.920 -0.563 0.571
H -1.7344 -2.6136 -3.9409 0.216 0.179 0.204
C -2.1329 0.6244 -3.0729 -0.771 -1.151 0.004
C -2.6405 -0.0383 -1.9150 0.392 -0.382 -1.496
H -3.1919 0.4259 -1.1070 0.385 -0.131 0.049
H -2.9028 -2.2776 -1.5055 0.191 0.264 -0.118
H -1.3418 -0.1746 -5.0079 0.262 -0.010 0.249
H -2.1585 1.6971 -3.2580 0.179 -0.259 0.172
Hg -0.4186 -1.0550 -1.0615 0.550 -0.152 -1.702
Cl 0.2306 -3.2598 -0.4320 0.350 -1.137 0.613
C 2.3245 -0.4051 -1.7942 -0.003 0.020 -0.247
C 1.9885 0.8414 -2.4135 -0.206 -0.337 -0.276
C 1.5199 0.5610 -3.7224 0.735 -0.365 -0.071
H 2.0693 1.8362 -1.9511 -0.180 -0.575 -0.181
C 1.6220 -0.8526 -3.9428 0.400 0.514 0.014
C 2.1307 -1.4473 -2.7631 -0.098 0.147 -0.092
H 2.3644 -2.5168 -2.6143 -0.315 0.756 -0.043
H 2.7816 -0.5349 -0.8021 -0.321 0.064 -0.474
H 1.2159 1.3018 -4.4789 -0.003 -0.398 0.508
H 1.3925 -1.3683 -4.8898 -0.018 0.243 0.639
O -1.7635 -0.2072 0.8424 0.535 0.503 1.191
C -0.6551 0.3239 1.0812 0.107 0.288 -0.921
O 0.1931 0.7491 0.2058 -1.096 -0.448 1.713
C -0.2297 0.4414 2.5164 0.465 0.724 0.410
C -1.2065 0.6573 3.5088 0.014 0.523 -0.249
C -0.8015 1.0223 4.7892 0.780 -0.341 0.204
C 0.5952 1.0878 5.0781 -0.833 -0.729 -2.599
C 1.5723 0.8461 4.0805 -0.323 -0.199 0.328
C 1.1543 0.5095 2.8012 -0.338 0.458 -0.172
N 1.0122 1.3215 6.3893 0.161 0.334 1.983
O 0.0945 1.4939 7.2259 2.072 -0.055 -0.400
O 2.2364 1.3152 6.6298 -1.927 0.216 0.370
H -2.2806 0.6670 3.1989 1.141 -0.225 0.372
H -1.5132 1.2160 5.5995 0.358 -0.052 -0.491
H 2.6418 0.9129 4.3159 -0.648 0.008 0.001
H 1.8839 0.4197 1.9713 -0.726 -0.098 0.606
```
Forces are in eV/Å.

Atomic partial charges in e from the Löwdin method, atoms 1 to 4:
1. C -0.30
2. C -0.21
3. C -0.21
4. H 0.07

=====

ORCA calculation (ωB97M-V/def2-TZVPD) on the molecule C4H7P in a non-equilibrium geometry.

Structure (SMILES): CC=C=PC
E_HOMO in Eh: -0.311
Orbital gap in Ha: 0.31905
LUMO level in eV: 0.221
Spin multiplicity: 1
Net charge: 0

```
12
Properties=species:S:1:pos:R:3:forces:R:3
C 0.9566 0.3381 -0.4079 0.166 1.297 1.600
C -0.3633 0.3859 -0.6412 0.614 -0.371 -0.509
C 2.3276 0.9913 0.4292 -6.137 2.081 0.540
C -2.4601 -1.1122 0.1204 1.393 1.841 -0.546
P -1.9353 0.0523 -1.2456 2.413 1.321 1.207
H 1.5101 -0.4271 -0.8469 0.080 -1.764 -1.388
H 1.8642 1.7918 1.1913 1.544 -2.171 -1.158
H 2.7294 1.5795 -0.3498 1.154 0.304 -0.717
H 2.8658 0.1357 0.7800 0.340 0.002 0.370
H -3.5079 -1.0995 0.1325 -1.446 -0.970 -0.203
H -2.1278 -0.7145 1.0629 0.326 -0.093 0.348
H -1.8593 -1.9215 -0.2247 -0.446 -1.476 0.455
```
Forces are in eV/Å.

Atomic partial charges in e from the Löwdin method, atoms 1 to 4:
1. C -0.19
2. C -0.41
3. C -0.05
4. C -0.38

=====

ORCA calculation (ωB97M-V/def2-TZVPD) on a cluster of 9 separate species, C11H38N3O10 in total in a non-equilibrium geometry.

E_HOMO in Eh: -0.465
Orbital gap in Ha: 0.34437
LUMO level in eV: -3.290
Spin multiplicity: 1
Net charge: +1

```
62
Properties=species:S:1:pos:R:3:forces:R:3
C -2.1183 0.2408 -0.0069 -0.164 -0.555 0.397
O -1.3587 1.0421 -0.9791 0.571 -1.927 1.031
C -0.3804 0.1087 -1.5154 0.039 -1.103 -1.388
C 0.6193 0.7455 -2.5895 -0.910 0.192 -0.073
C 1.5915 1.8986 -2.0374 -0.255 0.544 -0.004
C 1.5609 2.1381 -0.4555 0.956 2.015 -1.191
N 2.0287 0.9947 0.3829 -1.738 -1.160 2.911
C 1.1643 0.7542 1.5317 4.173 -2.999 -0.845
N 1.7691 -0.3502 2.2388 1.350 2.586 -4.114
N 1.2321 -0.8753 3.4345 1.264 0.746 0.767
C 2.9936 -0.7806 1.5566 -0.955 3.126 -2.762
C 3.1792 0.1219 0.3066 -2.500 -1.018 3.585
C 4.3234 0.1722 -0.7986 0.106 -0.559 0.612
C 4.0218 -0.6525 -2.1376 0.744 -0.544 -0.193
C 3.5942 -2.1845 -1.9138 -0.058 -0.164 -1.514
O 4.0046 -2.7515 -0.6403 -1.184 0.204 -0.305
H -1.4158 -0.1183 0.8450 -0.996 0.624 -1.213
H -2.4926 -0.7343 -0.5058 0.413 1.580 0.641
H -2.9987 0.8162 0.4421 1.430 -0.645 -0.911
H -0.9946 -0.6958 -2.0841 1.068 1.101 0.794
H 0.1814 -0.4856 -0.6949 -0.813 1.167 -1.027
H 1.1601 -0.1304 -3.0993 -0.649 1.310 0.925
H -0.0475 1.2118 -3.4135 1.144 -0.764 1.282
H 1.2289 2.8879 -2.5166 0.680 -1.505 0.984
H 2.6886 1.7956 -2.3558 -1.714 -0.060 0.363
H 0.5354 2.5263 -0.1064 1.541 -1.165 -0.470
H 2.2935 3.0120 -0.2462 -1.117 -1.392 -0.346
H 0.2109 1.2941 1.8240 1.569 -0.860 -0.592
H 1.1195 -0.0268 4.0328 -0.156 -0.938 -0.327
H 2.0432 -1.3606 3.8746 -0.937 0.161 -0.301
H 3.6971 -1.6175 1.8610 -1.426 1.262 -0.187
H 4.6332 1.2511 -1.0267 -0.713 -1.473 0.375
H 5.2553 -0.3184 -0.3193 -1.642 0.779 -0.656
H 5.0159 -0.6784 -2.7304 -1.550 0.264 1.061
H 3.2556 -0.1825 -2.8381 1.025 -0.470 1.173
H 2.4717 -2.3593 -2.1215 1.887 0.556 0.639
H 4.1351 -2.7943 -2.7361 -0.942 1.043 1.252
H 3.2314 -3.2613 -0.3114 0.894 0.507 -0.307
O -4.8592 1.3781 1.2719 0.309 0.036 0.068
H -5.4805 1.4389 0.5291 -0.177 0.070 0.209
H -4.8684 2.2648 1.6564 -0.161 -0.043 -0.131
O -6.7500 -1.0090 2.5200 -0.345 0.377 -0.030
H -6.2200 -0.3478 2.0610 0.245 -0.070 0.063
H -6.2572 -1.1779 3.3361 -0.010 -0.109 -0.265
O -4.8144 1.9189 4.3795 -0.060 -0.004 -0.192
H -4.6244 1.5307 3.5169 -0.066 -0.177 0.210
H -5.6791 1.5587 4.6127 0.128 0.059 0.012
O 7.3691 0.3384 1.8609 -0.211 -0.237 -0.170
H 6.4348 0.1074 1.7951 0.142 0.079 0.087
H 7.8279 -0.4437 1.5286 0.051 0.144 0.086
O -2.2178 2.4028 -4.8974 0.099 -0.281 0.217
H -2.1381 2.2707 -3.9441 -0.113 0.094 -0.100
H -2.5458 1.5559 -5.2246 0.002 0.166 -0.037
O 1.9991 -4.2353 -3.0861 -0.028 -0.505 -0.134
H 2.3413 -4.8826 -2.4567 -0.099 -0.005 -0.139
H 2.3650 -4.5186 -3.9338 -0.139 0.029 0.066
O -7.4649 1.5386 0.6113 -0.357 -0.054 0.146
H -7.6166 0.9009 1.3234 -0.074 0.017 -0.052
H -8.3286 1.9479 0.4773 0.166 -0.019 -0.127
O -4.2930 -1.5907 3.5191 0.612 -0.073 -0.020
H -3.6980 -2.3116 3.7596 -0.176 0.069 0.099
H -3.9661 -1.2942 2.6602 -0.172 -0.028 0.067
```
Forces are in eV/Å.

Atomic partial charges in e from the Löwdin method, atoms 1 to 4:
1. C -0.11
2. O -0.22
3. C -0.25
4. C -0.14